[1]
A molecular structure, C11H30Cl6N8O16 in a non-equilibrium geometry. Source: OMol25; level of theory: ωB97M-V with the def2-TZVPD basis set.

Cartesian coordinates (Å):
N1 -3.65023 -2.56316 4.65755
H1 3.44568 1.90150 -3.09106
O1 1.93474 -0.66280 -4.19328
O2 -2.71554 -6.60196 -1.49639
H2 0.00476 -0.50697 -1.41824
C1 5.21635 -0.96301 0.13734
H3 2.99273 -4.37016 -2.35966
H4 -3.81897 -0.71257 3.66319
C2 2.80203 1.41464 -3.81816
C3 -3.07799 -1.49839 3.79573
C4 -3.52857 -4.64241 -2.44844
H5 0.76535 1.06580 -0.92681
N2 2.50579 2.38844 1.32529
C5 -1.21789 4.52465 -2.31991
O3 -0.73639 1.15482 0.98584
O4 -2.21675 6.32605 0.57420
H6 1.40478 -0.48902 -0.31746
H7 -1.47611 4.56205 -1.27000
O5 -2.89035 -3.13619 5.39732
H8 2.89057 4.08308 0.21591
H9 -1.85397 -4.54656 0.73112
H10 0.20160 1.76778 3.59357
C6 2.13293 3.76870 0.92415
O6 0.69327 5.44846 -3.23847
O7 -0.70369 5.35638 -0.61368
Cl1 -0.26059 3.90493 4.51099
N3 1.36042 -3.18554 -1.76093
H11 2.58629 -2.98230 -3.45955
O8 0.92755 3.80398 -1.88540
C7 -1.47605 4.23562 1.25567
N4 -1.47678 5.39995 0.33325
N5 -3.65905 -6.08881 -2.05803
C8 -0.46120 2.14631 4.36210
H12 -0.46944 3.82970 1.26941
Cl2 -1.47690 -4.95606 3.04597
N6 0.24364 4.59288 -2.51917
O9 -4.84218 -2.74683 4.58556
H13 -2.73590 -4.25961 -1.81118
H14 -1.56831 3.60505 -2.78678
Cl3 3.76429 -1.62013 0.92720
C9 2.66799 -3.33645 -2.43990
Cl4 -3.87337 -5.40371 1.45120
H15 -1.65960 5.35279 -2.86691
N7 2.51844 0.03796 -3.38389
O10 2.98013 -0.35600 -2.32795
O11 2.27042 2.04953 2.46482
Cl5 -2.14088 1.82819 3.85854
H16 -0.28822 1.75818 5.35713
O12 -0.71637 -1.00942 1.01407
H17 3.39737 -2.70421 -1.94545
H18 -1.70494 -6.24811 1.05640
H19 -3.24531 -4.62063 -3.49431
H20 1.14553 3.75541 0.47699
C10 0.51572 0.05189 -0.63800
N8 -0.36743 0.06249 0.55988
H21 5.81856 -1.82383 -0.13255
C11 -2.10886 -5.32096 1.44829
O13 1.31869 -3.36544 -0.56611
H22 -4.46822 -4.14909 -2.22889
O14 -4.66780 -6.66671 -2.40213
H23 -1.71210 4.60125 2.24672
H24 1.86934 1.96369 -3.87999
H25 2.16274 4.28992 1.87785
H26 -2.32747 -0.99377 4.39811
O15 3.02465 1.66073 0.50311
H27 3.31438 1.38384 -4.77436
Cl6 6.10012 0.05872 1.30454
O16 0.41705 -2.81706 -2.42085
H28 5.02638 -0.36360 -0.74519
H29 -2.11743 3.44225 0.88217
H30 -2.70945 -1.86617 2.84787

Calculated values
E_HOMO: -10.6 eV
HOMO-LUMO gap: 9.858 eV
2S+1: 1

Here are the Löwdin charges for atoms 1 to 2, given in e:
1 N -0.461
2 H 0.102

[2]
A molecular structure, C11H30ClIO4P3Pr in a non-equilibrium geometry. Source: OMol25; level of theory: ωB97M-V with the def2-TZVPD basis set.

Cartesian coordinates (Å):
C1 2.30540 -1.20816 -3.73726
H1 -2.27969 0.29177 2.50092
H2 1.73351 -3.77558 2.66574
H3 2.56455 -2.46364 3.50204
H4 -0.38517 3.93037 1.50187
H5 -1.56630 1.57373 -5.91978
Pr1 0.16876 1.16208 -0.88324
P1 -1.95653 2.13615 0.91292
C2 -2.87785 1.14019 2.12694
O1 0.36602 -0.03678 3.07207
C3 -1.24167 -3.06049 1.32684
C4 -2.02028 0.94519 -3.98778
H6 1.01775 -3.36792 -2.14683
H7 -3.14821 1.81711 2.94998
H8 -0.89529 -3.89807 1.95896
H9 1.74773 -2.04859 -4.18745
H10 -3.29897 0.98534 -5.79138
H11 0.77428 -2.60283 3.65591
H12 3.73795 0.33517 -1.24087
H13 2.07565 1.17875 2.79118
H14 -2.32680 -3.12307 1.20577
H15 2.04421 -0.26081 -4.23942
H16 2.29926 -0.24021 3.89894
Cl1 2.20055 1.98388 0.53397
O2 -1.95305 0.23748 -3.07103
H17 -2.75378 2.56538 -5.04088
C5 -1.12741 3.32823 2.04105
H18 -3.78660 0.74657 1.65177
H19 -1.94483 3.96318 2.40244
P2 1.86802 -1.10134 -1.95431
C6 1.59288 0.54278 3.55683
O3 -0.99376 -1.79441 1.98005
H20 1.45802 -2.93437 -0.45989
H21 -2.98926 3.53468 -0.78107
C7 -2.46300 1.51558 -5.25921
C8 1.64135 -2.72955 2.97849
C9 1.76970 -2.88108 -1.51150
I1 0.68239 3.49081 -2.62151
H22 3.48902 -1.05505 -0.14504
C10 3.50181 -0.73972 -1.19983
H23 3.38845 -1.39007 -3.85471
O4 1.51073 -1.92934 1.78497
P3 0.29136 -0.81656 1.62955
H24 -3.49501 4.10376 0.83920
C11 -3.29980 3.20895 0.22341
H25 -0.62600 2.82539 2.87823
H26 4.22735 -1.32579 -1.78231
H27 -4.22069 2.60611 0.15374
H28 -0.83749 -3.12658 0.30617
H29 2.72585 -3.41250 -1.62860
H30 1.30489 1.17391 4.41392

Calculated values
E_HOMO (spin up / spin down): -14.7 / -14.7 eV
total charge: +2
HOMO-LUMO gap (spin up / spin down): 5.472 / 5.517 eV
2S+1: 3

Here are the Löwdin charges for atoms 1 to 2, given in e:
1 C -0.258
2 H 0.024

[3]
A molecular structure, C11H30F3O8SSn in a non-equilibrium geometry. Source: OMol25; level of theory: ωB97M-V with the def2-TZVPD basis set.

Cartesian coordinates (Å):
H1 0.68188 1.48936 -4.02964
O1 -4.81899 1.31308 0.18605
H2 -1.44041 -2.46184 -0.14410
C1 1.67638 0.18207 -2.54519
S1 0.02412 0.50157 2.12013
H3 -2.59312 -1.59054 -0.95414
H4 1.29010 -0.61885 -1.91478
F1 1.71328 -0.85111 0.49557
H5 0.03250 5.69700 0.45384
H6 3.30622 -3.30167 1.79179
H7 -4.37131 -3.35126 -0.11979
C2 4.35183 -3.04762 1.61782
H8 0.25793 2.82919 -0.74888
H9 -3.09757 -4.08153 0.83114
C3 0.43459 0.61311 -3.43037
H10 4.64404 -3.16572 0.57437
H11 -4.68986 1.43451 -2.53720
O2 -0.26585 4.04297 1.58730
O3 -0.12648 -0.72059 2.87951
C4 0.44715 3.89785 -0.85018
H12 -0.29758 0.95489 -2.69879
O4 -2.57242 -1.50461 1.13263
H13 -0.76527 3.23271 1.46212
F2 2.74269 0.27250 2.02923
H14 -1.93680 -0.81407 0.93082
H15 -3.05121 1.70952 -2.52844
C5 -0.28375 4.67282 0.25596
O5 0.06371 1.71212 2.91983
H16 -2.97463 -4.08680 -0.95685
H17 -4.18423 3.03259 -1.94428
H18 -1.31993 4.66640 -0.08225
O6 5.09883 -5.28720 2.20562
H19 0.04606 4.26267 -1.79577
O7 2.80635 -0.20893 -3.27404
Sn1 -1.89089 -2.56270 4.22107
H20 -4.52862 1.28647 1.10069
C6 -3.94046 1.97025 -1.95454
H21 3.32491 0.59620 -3.34091
C7 -2.50432 -2.23396 -0.07879
C8 1.70931 0.29960 1.23415
H22 1.52124 4.07948 -0.88820
H23 -3.09847 0.65290 -0.53822
F3 1.85209 1.37244 0.46061
C9 5.29760 -3.89825 2.43745
C10 -3.62906 1.60473 -0.51368
H24 2.11869 1.01885 -2.00457
O8 -1.05393 0.59097 1.07732
H25 5.20952 -3.63596 3.49175
H26 -3.07931 2.38542 0.01205
H27 4.55116 -1.99144 1.79906
H28 0.09124 -0.28048 -3.95164
C11 -3.29520 -3.52063 -0.08233
H29 4.20934 -5.44139 2.53215
H30 6.30683 -3.71686 2.06777

Calculated values
E_HOMO (spin up / spin down): -13.8 / -13.8 eV
total charge: +2
HOMO-LUMO gap (spin up / spin down): 2.628 / 2.477 eV
2S+1: 2

Here are the Löwdin charges for atoms 1 to 2, given in e:
1 H 0.072
2 O -0.056